No. 1
Molecular formula: C10H10N2O2
Method: DFT, ωB97M-V/def2-TZVPD

XYZ file:
```
24
Properties=species:S:1:pos:R:3:forces:R:3
C -2.057 -2.518 -0.288 0.003 -3.494 -0.613
C -1.219 -2.109 0.673 2.580 1.702 3.061
C -2.674 -1.613 -1.099 -2.513 -2.093 -3.346
C -1.069 -0.716 0.905 0.764 0.361 1.092
C -2.551 -0.280 -0.936 1.418 1.000 0.208
C 3.865 -0.279 0.290 -1.306 1.604 -0.720
C 2.662 0.000 0.814 -0.762 0.555 0.385
C 3.294 1.616 -0.461 1.480 -1.671 -0.904
C -1.707 0.194 0.075 0.211 0.699 0.401
C -1.469 1.702 0.143 -1.887 0.262 -0.759
N 4.263 0.691 -0.580 -0.768 1.411 0.578
N 2.284 1.248 0.328 4.004 -3.472 -0.034
O -0.521 2.326 0.513 0.802 -0.286 0.493
O -2.580 2.348 -0.371 0.187 1.289 0.152
H -2.148 -3.637 -0.484 -0.019 1.679 0.176
H -0.522 -2.717 1.328 -1.414 0.190 -1.038
H -3.255 -2.102 -2.007 1.058 1.494 1.953
H -0.443 -0.341 1.784 -0.796 -0.594 -1.510
H -2.813 0.448 -1.661 -0.943 0.222 -0.557
H 4.320 -1.156 0.513 1.877 -2.262 0.174
H 2.121 -0.636 1.474 -0.638 0.156 0.377
H 3.265 2.459 -1.070 -0.068 1.425 -0.656
H 1.490 1.703 0.502 -3.864 2.242 0.795
H -2.536 3.368 -0.385 0.592 -2.420 0.291
```
Forces are in eV/Å.

Frontier orbital gap (eV): 8.838
SMILES: O=C(O)c1ccccc1.c1c[nH]cn1
Total charge: 0
Lowest unoccupied orbital energy (eV): 0.251

No. 2
Molecular formula: C2H7NO
Method: DFT, ωB97M-V/def2-TZVPD

XYZ file:
```
11
Properties=species:S:1:pos:R:3:forces:R:3
C -0.730 -2.092 0.831 0.486 -0.587 0.820
C -0.910 -0.773 0.977 0.301 0.489 -0.364
N -1.025 0.033 -0.164 -0.204 0.032 -0.774
H -0.069 -2.536 0.093 -1.012 0.252 -0.920
H -1.035 -2.806 1.587 0.600 0.360 0.585
H -0.839 -0.221 1.911 -0.951 -0.352 0.286
H -1.754 -0.367 -0.734 0.378 -0.232 -0.430
H -1.305 1.000 -0.085 0.458 0.091 0.781
H 1.664 1.441 -1.083 0.203 -0.072 0.149
H 1.773 2.758 -1.783 0.193 0.160 -0.011
O 2.272 2.186 -1.191 -0.453 -0.140 -0.121
```
Forces are in eV/Å.

Frontier orbital gap (eV): 9.189
SMILES: C=CN.O
Total charge: 0
Lowest unoccupied orbital energy (eV): 0.830

No. 3
Molecular formula: C28H33NO6SSr
Method: DFT, ωB97M-V/def2-TZVPD

XYZ file:
```
70
Properties=species:S:1:pos:R:3:forces:R:3
Sr 0.195 -0.995 0.063 2.110 1.418 -3.630
O 0.419 -2.140 -2.243 0.066 0.021 -0.312
C 0.115 -3.527 -2.190 -0.404 -0.595 -0.128
C -1.130 -3.697 -1.323 0.308 0.224 -0.486
N -0.894 -3.120 -0.005 -0.880 -1.313 0.069
C -2.128 -2.900 0.731 -0.321 0.302 0.413
C -1.956 -1.865 1.879 -1.261 -0.958 0.403
O -2.878 -1.739 2.665 -0.216 -0.315 0.024
O -0.879 -1.194 1.879 -0.576 -0.364 2.294
C 0.043 -3.929 0.779 0.615 -0.041 0.050
C 1.512 -3.601 0.396 0.103 -0.848 0.075
O 2.294 -4.518 0.206 0.172 -0.508 0.060
O 1.775 -2.365 0.273 2.467 -1.542 0.624
H 1.367 -2.051 -2.414 -0.038 0.155 -0.013
H 0.942 -4.097 -1.759 -0.015 0.064 -0.217
H -0.084 -3.897 -3.208 0.016 -0.025 0.252
H -1.405 -4.764 -1.273 -0.007 0.142 -0.004
H -1.946 -3.141 -1.801 0.005 -0.131 0.108
H -2.552 -3.825 1.144 -0.019 0.126 -0.041
H -2.874 -2.449 0.068 -0.002 -0.150 -0.041
H -0.142 -5.006 0.666 -0.002 0.154 0.025
H -0.059 -3.652 1.829 -0.082 -0.086 0.033
C 4.787 -0.823 0.248 -0.022 0.106 -0.175
C 4.518 -0.836 -1.256 0.142 -0.204 0.129
C 4.500 -2.291 -1.732 -0.040 0.206 -0.032
C 3.267 -0.073 -1.640 0.034 0.085 -0.027
C 2.672 0.860 -0.787 0.178 0.110 -0.155
C 1.641 1.683 -1.231 0.189 0.070 -0.067
C 1.154 1.586 -2.528 -0.017 0.009 0.002
C 0.108 2.527 -3.047 0.002 -0.087 0.015
C 1.704 0.619 -3.362 0.020 0.088 0.036
C 2.742 -0.186 -2.931 0.120 0.064 0.063
H 5.651 -1.447 0.463 0.059 -0.052 0.069
H 3.925 -1.227 0.777 0.030 -0.049 0.076
H 5.007 0.179 0.608 0.016 0.107 0.118
H 5.353 -0.324 -1.760 -0.113 -0.052 0.065
H 3.689 -2.829 -1.247 -0.056 -0.122 0.060
H 5.436 -2.771 -1.457 0.059 -0.088 0.002
H 4.400 -2.368 -2.812 -0.008 -0.068 -0.149
H 3.077 1.029 0.203 -0.052 -0.118 0.009
H 1.262 2.460 -0.576 -0.077 -0.052 0.005
H 0.483 3.063 -3.919 -0.042 0.050 -0.020
H -0.171 3.249 -2.286 -0.064 0.093 0.020
H -0.779 1.974 -3.350 -0.145 0.027 -0.033
H 1.346 0.529 -4.382 -0.032 -0.020 -0.001
H 3.188 -0.876 -3.635 0.032 -0.046 0.003
O -1.057 0.801 -0.022 -1.781 1.947 -1.063
S -0.940 1.211 1.403 -1.204 2.995 1.396
C -2.600 1.165 2.080 0.035 -0.376 0.327
C -3.685 1.178 1.228 0.156 -0.077 -0.267
C -4.960 1.100 1.757 -0.029 0.000 0.000
C -5.135 1.007 3.127 -0.038 -0.013 0.072
C -4.039 1.003 3.975 -0.019 0.150 -0.047
C -2.763 1.086 3.450 0.126 0.034 -0.039
C -1.012 3.034 1.326 0.483 -0.031 0.017
C -0.527 3.763 2.400 0.051 -0.171 0.006
C -0.595 5.147 2.380 -0.044 0.037 -0.003
C -1.147 5.797 1.288 0.030 0.046 0.060
C -1.631 5.063 0.216 -0.014 0.003 -0.010
C -1.559 3.681 0.232 -0.001 -0.203 -0.109
H -3.523 1.223 0.162 -0.025 -0.018 -0.120
H -5.817 1.098 1.097 -0.031 0.002 -0.032
H -6.130 0.924 3.535 -0.092 0.001 0.050
H -4.179 0.919 5.042 0.008 -0.021 0.085
H -1.896 1.059 4.092 0.098 -0.097 0.139
H -0.101 3.249 3.250 0.078 -0.033 0.105
H -0.219 5.718 3.216 0.041 0.020 0.063
H -1.195 6.877 1.272 -0.018 0.049 -0.005
H -2.069 5.568 -0.632 -0.010 0.025 -0.079
H -1.921 3.094 -0.598 -0.053 -0.055 -0.116
```
Forces are in eV/Å.

Frontier orbital gap (eV): 9.138
Total charge: 0
Lowest unoccupied orbital energy (eV): 0.338

No. 4
Molecular formula: C20H36O4
Method: DFT, ωB97M-V/def2-TZVPD

XYZ file:
```
60
Properties=species:S:1:pos:R:3:forces:R:3
C -0.450 -9.308 -0.643 0.726 0.263 0.178
C -0.776 -8.353 -1.619 0.467 -1.097 0.544
C -2.053 -7.887 -1.637 -1.409 0.452 0.027
C -3.017 -8.368 -0.749 0.078 -0.188 0.502
C -2.689 -9.292 0.242 0.772 -0.292 -1.102
C -1.366 -9.782 0.278 -1.467 0.577 -0.078
H 0.590 -9.588 -0.566 0.059 -0.425 -0.106
H -0.046 -8.119 -2.379 0.063 0.384 0.115
H -2.422 -7.130 -2.313 0.345 -0.004 -0.405
H -4.025 -8.009 -0.896 -0.153 -0.001 0.295
H -3.413 -9.768 0.888 -0.232 0.323 0.077
H -1.212 -10.552 1.019 0.751 0.012 -0.045
C -3.165 -1.611 1.967 -0.587 1.114 1.136
C -1.844 -2.002 1.796 0.735 1.525 -0.369
C -0.866 -0.986 1.719 -1.226 0.200 0.462
C -1.250 0.359 1.929 1.714 -1.039 -1.325
C -2.540 0.731 2.133 -2.032 -0.418 0.907
C -3.540 -0.248 2.219 1.377 -1.759 -0.717
H -3.940 -2.356 2.077 -0.065 -0.157 -0.169
H -1.516 -3.026 1.689 -0.323 -0.147 -0.052
H 0.159 -1.252 1.509 0.099 0.122 0.075
H -0.519 1.134 1.756 0.251 0.045 0.311
H -2.796 1.763 2.327 0.042 0.145 -0.130
H -4.574 -0.070 2.476 0.016 0.364 -0.133
C -0.616 2.538 -4.811 1.122 -0.970 -0.983
C -0.256 3.206 -6.154 -0.862 -0.981 0.685
O -0.371 4.565 -5.922 -0.005 1.691 -0.360
H -1.650 2.650 -4.486 0.092 0.524 -0.270
H 0.085 2.860 -4.040 -0.183 0.004 0.076
H -0.486 1.469 -4.980 0.079 -0.261 0.328
H -0.947 2.823 -6.905 -0.507 0.294 -0.208
H 0.707 2.999 -6.621 0.429 -0.499 0.751
H 0.333 5.014 -6.397 -0.166 0.206 -0.008
C -3.756 9.380 -0.235 -0.007 -0.281 1.521
C -3.367 8.296 -1.222 -2.541 0.623 1.206
O -2.397 8.823 -2.020 1.513 -0.086 -1.177
H -3.004 9.624 0.515 0.591 -0.045 -0.322
H -4.542 8.994 0.414 -0.481 0.062 -0.228
H -4.066 10.330 -0.670 -0.070 -0.292 -0.355
H -4.307 8.099 -1.736 -0.139 0.004 -0.785
H -3.212 7.331 -0.739 0.977 -0.011 0.282
H -2.221 8.216 -2.743 0.165 0.017 -0.148
C 4.722 -5.725 4.393 1.124 -0.325 -0.339
C 5.315 -7.068 4.818 -0.438 -0.561 0.440
O 6.170 -6.895 5.931 0.512 1.062 0.674
H 4.034 -5.802 3.550 -0.315 -0.315 0.299
H 5.555 -5.160 3.975 0.023 0.430 0.289
H 4.285 -5.197 5.241 -0.031 -0.061 -0.143
H 5.885 -7.561 4.030 -0.274 0.099 -0.386
H 4.536 -7.738 5.181 -0.365 -0.200 -0.492
H 6.824 -7.589 6.039 -0.236 -0.128 -0.344
C 3.849 6.811 -0.796 0.306 -0.298 -1.458
C 3.523 7.656 0.376 -0.192 -0.671 -0.698
O 4.642 7.659 1.227 -0.073 0.348 0.857
H 4.161 5.814 -0.486 -0.207 -0.059 -0.140
H 4.643 7.233 -1.412 0.347 0.115 0.278
H 3.013 6.795 -1.497 -0.287 -0.417 0.140
H 2.710 7.139 0.886 -0.460 0.518 0.079
H 3.245 8.637 -0.006 -0.141 0.304 0.552
H 4.230 7.494 2.079 0.705 0.161 0.388
```
Forces are in eV/Å.

Frontier orbital gap (eV): 9.669
SMILES: c1ccccc1.c1ccccc1.CCO.CCO.CCO.CCO
Total charge: 0
Lowest unoccupied orbital energy (eV): 0.465

No. 5
Molecular formula: C3H7NS
Method: DFT, ωB97M-V/def2-TZVPD

XYZ file:
```
12
Properties=species:S:1:pos:R:3:forces:R:3
C 0.502 -0.775 0.914 0.210 1.984 4.212
C -0.343 1.249 0.125 -0.527 2.843 -1.388
C -0.140 -0.568 -1.466 -0.866 -1.467 0.823
H -0.397 -0.189 1.989 2.925 -2.019 -2.753
H 0.245 -1.841 0.918 0.855 0.322 -0.086
H 1.845 -0.385 1.279 -4.332 -1.443 -1.242
H -1.770 1.077 0.171 4.284 1.867 0.467
H 0.433 1.588 1.184 -3.205 -0.760 -3.497
H 0.128 1.969 -0.974 -2.023 -1.782 3.720
H -0.915 0.040 -2.013 1.290 -0.496 -0.089
N -0.048 -0.094 -0.197 1.992 -0.778 -0.300
S 0.459 -2.071 -1.931 -0.602 1.730 0.132
```
Forces are in eV/Å.

Frontier orbital gap (eV): 8.677
Total charge: 0
Lowest unoccupied orbital energy (eV): 0.127

Q: Look up the frontier orbital gap of the third one.
A: 9.138 eV